Record 1
A molecular structure, C35H55HfN9SSb2Si at a distorted geometry. Source: OMol25; level of theory: wB97M-V/def2-TZVPD.

Results
- ΔE to the lowest compared entry with this formula, charge and spin: 43.3 kJ/mol
- Molecular weight: 1084.05 g mol⁻¹
- Max |F|: 0.0593 hartree/bohr
- Net charge: +2
- Frontier orbital gap: 7.11 eV

Each line ends with the Mulliken charge.
Geometry (Å):
Hf -0.69 -0.66 0.31  0.233
C -3.88 0.90 3.37  -1.647
C -2.68 0.75 2.50  0.844
N -2.63 -0.22 1.66  1.087
N -3.67 -1.09 1.66  -1.525
C -3.22 -2.33 1.66  0.457
N -4.12 -3.30 1.76  -0.362
S -1.51 -2.75 1.50  -0.507
C -1.48 1.58 2.71  0.118
C -1.42 2.61 3.63  -1.147
C -0.23 3.28 3.96  -0.992
C 0.92 2.83 3.32  -1.335
C 0.81 1.80 2.36  -1.971
N -0.36 1.17 2.06  1.446
H -4.76 0.75 2.77  0.382
H -3.81 0.07 4.07  0.315
H -3.90 1.83 3.95  0.533
H -5.14 -3.06 1.80  0.273
H -3.88 -4.30 1.73  0.258
H -2.30 2.91 4.17  0.353
H -0.29 4.07 4.71  0.521
H 1.89 3.23 3.58  0.637
H 1.72 1.39 1.96  1.233
C 1.81 -0.66 3.87  -1.236
Sb 1.88 -1.55 1.94  0.718
C 2.00 -3.63 2.41  -1.166
C 3.96 -1.19 1.49  -1.552
C 4.36 0.23 1.77  0.955
C 4.91 0.49 3.04  -1.163
C 5.43 1.74 3.35  -0.597
C 5.53 2.74 2.42  -1.094
C 4.97 2.46 1.17  -0.316
C 4.33 1.28 0.84  1.138
C 3.77 1.11 -0.52  -1.938
Sb 1.64 1.41 -0.75  1.043
C 1.57 3.57 -0.35  -1.420
C 1.86 1.53 -2.87  -1.712
H 2.16 -1.41 4.63  0.561
H 0.76 -0.48 4.01  0.364
H 2.40 0.24 3.98  0.329
H 1.57 -3.85 3.36  0.518
H 3.01 -4.00 2.44  0.516
H 1.39 -4.28 1.71  0.229
H 4.15 -1.56 0.44  0.343
H 4.48 -1.81 2.22  0.909
H 4.95 -0.23 3.86  0.448
H 5.92 1.89 4.32  0.413
H 5.95 3.69 2.70  0.450
H 4.95 3.26 0.42  0.329
H 3.91 0.14 -0.93  0.628
H 4.13 1.89 -1.23  0.812
H 2.60 3.87 -0.33  0.534
H 1.17 3.76 0.65  0.281
H 0.96 4.06 -1.11  0.510
H 1.88 2.56 -3.20  0.626
H 1.07 0.95 -3.42  0.417
H 2.85 1.18 -3.21  0.563
C -3.64 0.74 -0.92  -0.940
N -4.42 1.63 -1.79  0.204
C -4.15 3.04 -1.34  -0.780
N -2.72 3.39 -1.35  0.151
C -1.92 2.42 -0.59  -0.468
N -2.15 0.99 -1.00  1.628
C -1.84 0.92 -2.52  -0.147
N -2.55 1.92 -3.29  0.186
C -3.99 1.57 -3.21  -0.726
C -2.29 3.27 -2.77  -0.645
H -3.79 -0.30 -1.25  -0.068
H -3.94 0.87 0.11  0.460
H -4.47 3.20 -0.29  0.311
H -4.67 3.70 -2.02  0.424
H -2.26 2.46 0.46  0.326
H -0.87 2.61 -0.71  -0.459
H -2.14 -0.07 -2.84  0.105
H -0.76 1.14 -2.62  -0.598
H -4.12 0.60 -3.67  0.283
H -4.61 2.22 -3.86  0.320
H -2.87 3.98 -3.32  0.437
H -1.19 3.47 -2.79  0.196
C -1.35 -4.57 -2.01  -1.217
Si -1.44 -2.78 -2.41  0.387
C -0.85 -2.60 -4.17  -1.294
C -3.32 -2.53 -2.48  -1.180
N -0.47 -1.70 -1.40  1.924
C 0.88 -2.18 -1.56  -0.363
C 1.35 -3.24 -0.76  -0.832
C 2.64 -3.65 -0.86  -0.310
C 3.48 -3.18 -1.89  -0.918
C 3.06 -2.12 -2.68  -0.873
C 1.76 -1.64 -2.56  -0.576
H -1.73 -5.10 -2.87  0.430
H -1.94 -4.85 -1.15  0.310
H -0.32 -4.92 -1.91  0.372
H -1.53 -3.07 -4.85  0.500
H 0.12 -3.02 -4.37  0.407
H -0.80 -1.53 -4.45  0.287
H -3.67 -3.39 -3.02  0.677
H -3.71 -1.63 -2.97  0.296
H -3.67 -2.51 -1.43  0.193
H 0.66 -3.71 -0.08  0.906
H 2.99 -4.52 -0.26  0.411
H 4.51 -3.54 -2.02  0.379
H 3.74 -1.68 -3.39  0.552
H 1.32 -0.96 -3.26  0.686

Record 2
A single C4H7NO2 molecule. Source: OMol25; level of theory: wB97M-V/def2-TZVPD.

Results
- ΔE to the lowest compared entry with this formula, charge and spin: 396.4 kJ/mol
- Molecular weight: 101.10 g mol⁻¹
- Max |F|: 0.0142 hartree/bohr
- Frontier orbital gap: 7.82 eV

Each line ends with the Mulliken charge.
Geometry (Å):
C -1.80 -0.70 -0.21  -1.384
C -0.41 -0.15 -0.37  0.316
C -0.08 1.16 0.24  -0.624
N 1.40 1.08 0.09  0.094
C 1.93 -0.11 0.26  0.352
O 2.98 -0.65 0.38  -0.490
O 0.60 -1.00 0.45  -0.369
H -2.16 -0.57 0.81  0.329
H -1.85 -1.75 -0.50  0.356
H -2.47 -0.14 -0.88  0.361
H 0.00 -0.37 -1.38  0.225
H 0.31 -0.71 1.36  0.453
H -0.46 2.02 -0.31  0.178
H 2.02 1.88 0.05  0.202

Record 3
A molecular structure, C5H6CoLiO4 at a distorted geometry. Source: OMol25; level of theory: wB97M-V/def2-TZVPD.

Results
- Molecular weight: 195.97 g mol⁻¹
- Max |F|: 0.0640 hartree/bohr
- 2S+1: 4
- Net charge: -1
- Frontier orbital gap (spin up / spin down): 4.67 / 5.54 eV

Each line ends with the Mulliken charge.
Geometry (Å):
C -1.34 -0.99 -0.37  -0.465
C -0.63 -1.68 -1.55  -0.319
C 0.42 -0.77 -2.10  -0.715
C 1.72 -0.89 -1.69  -0.181
O 2.58 0.08 -1.59  -0.863
O -0.46 -0.39 0.54  -0.698
Co 0.20 -1.13 2.13  0.055
Li 1.11 0.69 -0.31  0.594
H -1.99 -1.72 0.15  0.244
H -2.01 -0.21 -0.80  0.191
H -1.40 -1.97 -2.30  0.291
H -0.17 -2.61 -1.19  0.262
H 0.10 0.20 -2.51  0.395
H 2.03 -1.87 -1.27  0.260
O 0.09 2.18 0.88  -0.456
O -1.96 2.69 -0.02  -0.350
C -1.04 2.26 0.54  0.755

Record 4
A molecular structure, H10N6P2 at a distorted geometry. Source: OMol25; level of theory: wB97M-V/def2-TZVPD.

Results
- ΔE to the lowest compared entry with this formula, charge and spin: 159.0 kJ/mol
- Molecular weight: 156.07 g mol⁻¹
- Max |F|: 0.0329 hartree/bohr
- Frontier orbital gap: 8.97 eV

Each line ends with the Mulliken charge.
Geometry (Å):
N 0.86 0.15 -2.41  -0.747
N -1.96 0.31 -1.97  -0.524
N -0.48 2.04 -0.84  -0.502
N 0.77 -1.16 2.58  -0.557
N -0.62 -0.61 0.38  -0.663
N 1.87 -0.62 0.32  -0.582
P -0.34 0.58 -1.64  0.491
P 0.69 0.02 1.36  0.248
H -2.67 0.55 -1.29  0.254
H -2.13 -0.56 -2.44  0.257
H -1.18 2.23 -0.14  0.254
H 0.42 2.44 -0.66  0.292
H 1.49 -1.84 2.40  0.277
H 0.86 -0.78 3.51  0.254
H -1.51 -0.51 0.86  0.289
H -0.45 -1.60 0.17  0.352
H 1.60 -0.42 -0.66  0.362
H 2.79 -0.22 0.47  0.245

Record 5
2 unconnected molecules or ions with the total composition C13H22FNO5S at a distorted geometry. Source: OMol25; level of theory: wB97M-V/def2-TZVPD.

Results
- ΔE to the lowest compared entry with this formula, charge and spin: 0.0 kJ/mol
- Molecular weight: 323.39 g mol⁻¹
- Max |F|: 0.0694 hartree/bohr
- Structure (SMILES): CC(=O)OC[C@@]1([C@H](C)F)CCS(=O)(=O)OC1.CCCC#N
- Frontier orbital gap: 11.32 eV

Each line ends with the Mulliken charge.
Geometry (Å):
C -3.94 -1.80 -0.06  -1.061
C -3.45 -0.35 -0.03  0.769
O -3.82 0.34 0.83  -0.472
O -2.62 0.12 -1.01  -0.378
C -1.28 0.33 -0.58  -1.780
C -0.25 -0.66 -1.25  2.628
C -0.80 -1.03 -2.63  0.035
C 0.17 -1.86 -3.50  -1.265
F -1.13 0.10 -3.37  -0.406
C 1.13 0.05 -1.31  -0.798
C 2.36 -0.82 -0.95  -0.828
S 2.09 -2.00 0.38  1.295
O 2.96 -1.66 1.44  -0.656
O 2.33 -3.36 -0.01  -0.699
O 0.55 -1.76 0.83  -0.415
C -0.24 -1.93 -0.35  -1.331
H -3.46 -2.36 0.75  0.289
H -5.03 -1.81 0.01  0.346
H -3.68 -2.23 -1.04  0.314
H -0.99 1.33 -0.95  0.436
H -1.17 0.36 0.51  0.627
H -1.68 -1.66 -2.46  0.240
H -0.15 -2.91 -3.54  0.356
H 1.22 -1.75 -3.23  0.178
H 0.08 -1.50 -4.53  0.457
H 1.16 0.91 -0.64  -0.133
H 1.24 0.45 -2.33  0.402
H 2.80 -1.33 -1.82  0.493
H 3.14 -0.15 -0.59  0.518
H -1.27 -2.13 -0.05  0.244
H 0.09 -2.77 -0.98  0.526
C 0.60 2.22 3.88  -1.091
C 0.91 3.49 3.08  -0.547
C 1.22 3.21 1.61  0.057
C 2.45 2.43 1.44  0.311
N 3.40 1.81 1.30  -0.484
H 1.46 1.55 3.91  0.351
H 0.34 2.47 4.90  0.347
H -0.24 1.68 3.44  0.241
H 1.75 4.01 3.55  0.312
H 0.05 4.16 3.14  0.327
H 1.33 4.15 1.08  0.356
H 0.38 2.68 1.15  -0.113

Record 6
A molecular structure, C19H30N4P2PdS at a distorted geometry. Source: OMol25; level of theory: wB97M-V/def2-TZVPD.

Results
- ΔE to the lowest compared entry with this formula, charge and spin: 364.2 kJ/mol
- Molecular weight: 514.91 g mol⁻¹
- Max |F|: 0.0426 hartree/bohr
- Frontier orbital gap (spin up / spin down): 3.81 / 2.80 eV

Each line ends with the Mulliken charge.
Geometry (Å):
Pd 0.87 -0.40 -0.81  -0.513
C 4.30 -0.97 -1.57  -1.332
P 3.04 0.15 -0.85  1.236
C 3.56 1.78 -1.54  -1.334
C 3.63 0.34 0.88  -0.316
C 4.98 0.59 1.11  -0.413
C 5.47 0.77 2.40  -0.934
C 4.59 0.70 3.46  -0.748
C 3.25 0.45 3.24  -0.508
C 2.74 0.26 1.96  0.281
P 0.96 -0.11 1.67  1.658
C 0.23 0.24 3.34  -1.387
C 1.11 -1.95 1.82  -1.327
H 5.30 -0.53 -1.58  0.409
H 4.00 -1.20 -2.60  0.422
H 4.30 -1.90 -1.01  0.370
H 4.60 2.00 -1.32  0.428
H 2.93 2.55 -1.10  0.343
H 3.40 1.77 -2.62  0.421
H 5.67 0.64 0.28  0.257
H 6.52 0.96 2.56  0.394
H 4.95 0.84 4.47  0.401
H 2.59 0.40 4.09  0.283
H 0.62 -0.41 4.12  0.434
H -0.84 0.08 3.26  0.242
H 0.39 1.28 3.60  0.455
H 1.66 -2.23 2.72  0.511
H 1.62 -2.32 0.92  0.311
H 0.11 -2.38 1.84  0.395
N -0.76 1.33 -1.44  -0.445
N -1.98 1.22 -0.72  -0.314
C -2.20 -1.24 -1.16  -0.465
N -3.05 -2.31 -1.34  -0.333
S -0.02 -2.71 -1.43  -0.231
H -0.21 2.06 -0.97  0.322
H -0.88 1.60 -2.42  0.089
H -2.53 2.08 -0.79  0.433
H -4.00 -2.22 -1.03  0.211
H -2.61 -3.21 -1.24  0.245
C -3.12 -0.17 1.46  -1.171
C -3.83 0.02 0.16  -0.576
C -5.18 0.08 0.03  -0.627
C -5.81 0.26 -1.21  -1.169
C -5.02 0.41 -2.36  -0.677
C -3.66 0.34 -2.34  0.586
C -2.87 0.48 -3.60  -2.060
C -2.91 0.12 -1.04  2.674
N -0.94 -1.34 -1.20  0.153
H -3.81 -0.37 2.28  0.372
H -2.54 0.73 1.68  0.237
H -2.40 -0.98 1.38  0.093
H -5.80 -0.02 0.91  0.389
H -6.88 0.30 -1.28  0.340
H -5.52 0.57 -3.31  0.385
H -3.52 0.28 -4.46  0.491
H -2.04 -0.22 -3.63  0.320
H -2.48 1.49 -3.72  0.288